[1]
Molecular formula: C34H94N4O13
Method: DFT, wB97M-V/def2-TZVPD

Values from the calculation:
HOMO = -8.439 eV
E_LUMO = 0.0204 hartree
Gap between HOMO and LUMO = 9.0 eV

Last column: Mulliken charge in e.
Atoms and positions in Å:
O (3.618, 1.922, -5.037)  -0.454
O (1.873, -1.529, 4.306)  -0.318
O (-2.740, -2.366, 3.790)  -0.049
O (1.323, 0.316, -0.963)  0.844
O (-0.460, 2.056, 4.957)  -0.502
O (-2.341, 1.522, 2.717)  -0.710
O (-3.261, -1.398, -0.364)  -0.535
O (-0.731, 4.206, -3.478)  -0.538
O (-4.464, 5.439, -2.773)  -0.298
O (0.808, -7.628, -1.540)  -0.276
O (1.318, -3.629, -4.601)  -0.592
O (5.958, 1.791, -3.325)  -0.551
O (2.671, 1.640, 1.240)  -0.321
N (-0.703, -2.294, 5.708)  -0.352
N (-0.818, -0.003, 0.651)  1.651
N (1.647, -5.094, 0.838)  -0.453
N (-3.046, 3.062, -2.112)  -0.050
C (1.579, -6.633, -0.945)  -0.783
C (-0.675, -4.676, -3.563)  -0.941
C (2.745, 4.052, -4.401)  -0.766
C (1.469, 2.934, 5.999)  -1.193
C (1.406, -0.911, 5.481)  0.472
C (-4.710, 4.888, -1.498)  -0.692
C (3.064, 2.928, 0.693)  -0.330
C (0.366, -0.786, 0.904)  0.742
C (-4.810, 6.818, -2.814)  -0.848
C (-0.624, -5.858, 0.064)  -1.116
C (1.971, 0.268, -2.193)  -0.566
C (-0.696, 3.548, -2.220)  -0.413
C (0.546, -1.902, 6.260)  -1.241
C (1.181, -0.953, -0.340)  -1.245
C (-1.929, 3.651, -1.353)  -0.320
C (-3.655, -0.367, -1.346)  -0.063
C (5.929, 0.571, -2.518)  0.260
C (0.843, -6.188, 0.348)  0.493
C (-0.825, 5.624, -3.486)  -0.531
C (-1.676, -1.229, 5.605)  -0.012
C (4.232, 2.807, -0.232)  -0.445
C (0.015, -2.141, 1.563)  -0.134
C (-2.936, -0.615, -2.629)  -0.905
C (1.411, -8.169, -2.713)  -0.773
C (-4.721, 1.613, 3.122)  -1.622
C (-3.568, 1.026, 2.254)  2.266
C (2.989, -0.879, 3.661)  -0.821
C (5.675, -0.733, -3.315)  -1.201
C (-3.915, -2.892, 3.203)  -0.960
C (-4.354, 3.357, -1.586)  -0.598
C (3.516, 3.295, -5.496)  -0.478
C (-2.944, -1.828, 5.100)  -0.942
C (0.129, -3.404, -3.822)  0.586
C (0.720, 2.771, 4.636)  0.250
H (-3.630, -3.276, 2.240)  0.186
H (0.165, 3.991, -1.752)  0.742
H (-3.691, 1.425, 1.214)  -0.922
H (0.454, -2.879, -2.914)  -0.403
H (3.266, 3.539, 1.551)  0.413
H (-4.499, 7.162, -3.798)  0.256
H (-3.225, 0.108, -3.394)  0.417
H (-0.864, -2.588, 1.137)  0.449
H (-2.207, 4.677, -1.061)  0.231
H (-1.031, -6.696, -0.518)  0.436
H (3.294, 4.023, -3.475)  0.211
H (-4.325, 7.424, -2.056)  0.344
H (4.236, 1.439, -5.565)  0.256
H (-3.090, 3.455, -3.046)  0.428
H (5.165, 0.491, -1.677)  -0.252
H (-1.137, -5.090, -4.472)  0.362
H (-1.132, 2.008, 4.266)  0.306
H (3.035, 3.348, -6.434)  0.439
H (2.293, -0.567, 6.089)  0.550
H (1.713, 3.703, -4.316)  0.009
H (-3.338, 0.593, -0.966)  0.009
H (-4.579, 1.292, 4.195)  0.324
H (-0.478, -2.679, -4.389)  0.341
H (-4.120, 5.421, -0.765)  0.402
H (2.479, 3.283, 5.840)  0.373
H (-3.903, -1.382, 0.348)  0.173
H (1.484, 1.956, 6.524)  0.210
H (-5.770, 4.881, -1.096)  0.425
H (-3.185, -2.693, 5.763)  0.439
H (-1.838, -0.495, -2.414)  -0.162
H (0.941, -0.217, 1.630)  -0.375
H (-0.845, 5.904, -4.506)  0.285
H (-5.145, 2.825, -2.164)  0.421
H (4.475, 3.806, -5.596)  0.316
H (-4.610, 2.709, 3.174)  0.375
H (5.095, 2.231, 0.126)  0.243
H (-1.157, -5.886, 1.027)  0.372
H (1.311, 2.256, 3.916)  -0.201
H (-1.514, -0.624, 0.276)  -0.341
H (-1.646, 1.112, 2.189)  0.308
H (-0.631, 0.719, -0.016)  -0.491
H (2.429, -8.521, -2.473)  0.307
H (0.831, -7.067, 1.033)  0.169
H (-4.458, 2.913, -0.578)  0.012
H (2.201, 3.343, 0.172)  0.052
H (0.013, -5.428, -3.151)  0.068
H (6.457, -0.877, -4.037)  0.361
H (0.019, 6.096, -2.964)  0.289
H (-1.769, 5.902, -3.000)  0.125
H (2.191, 1.231, 0.552)  0.044
H (2.110, -1.433, -0.022)  0.385
H (0.473, 3.715, 4.178)  0.501
H (-4.324, -3.623, 3.874)  0.331
H (1.593, -0.525, -2.921)  -0.068
H (2.799, 0.195, 3.437)  0.128
H (0.713, -1.625, -1.075)  -0.285
H (-0.783, -4.917, -0.402)  -0.008
H (3.839, -0.929, 4.323)  0.491
H (-1.837, -0.773, 6.590)  0.559
H (0.745, -8.905, -3.184)  0.255
H (2.678, 5.085, -4.651)  0.515
H (0.885, 3.597, 6.684)  0.330
H (-4.660, -2.113, 3.051)  0.367
H (1.486, -4.962, 1.835)  0.244
H (-4.730, -0.305, -1.498)  0.532
H (3.235, -1.401, 2.782)  0.257
H (2.589, -5.436, 0.846)  0.192
H (1.021, -2.868, 6.402)  0.378
H (0.911, 0.053, 5.194)  -0.309
H (-0.443, 2.515, -2.460)  0.000
H (-0.534, -2.613, 4.773)  0.193
H (3.016, -0.039, -2.114)  0.146
H (-0.203, -2.074, 2.623)  -1.023
H (-3.618, -0.079, 2.228)  -0.646
H (1.716, -5.782, -1.630)  0.235
H (1.951, -4.058, -4.029)  0.324
H (3.948, 2.393, -1.246)  -0.229
H (1.674, -7.382, -3.420)  0.299
H (4.708, -0.714, -3.819)  0.243
H (-3.009, -1.671, -2.925)  0.368
H (-1.503, -4.547, -2.926)  0.352
H (-5.905, 6.954, -2.711)  0.337
H (1.969, 1.296, -2.512)  0.220
H (-3.774, -1.088, 5.057)  0.325
H (6.884, 0.536, -2.023)  0.451
H (2.614, -7.052, -0.807)  0.443
H (-1.768, 3.088, -0.413)  -0.059
H (0.847, -2.812, 1.354)  0.377
H (-5.733, 1.399, 2.796)  0.407
H (5.064, 1.966, -3.647)  0.318
H (0.377, -1.317, 7.191)  0.390
H (5.644, -1.545, -2.576)  0.341
H (-1.404, -0.360, 5.046)  0.044
H (4.610, 3.851, -0.354)  0.395

[2]
Molecular formula: C23H10Cl7N4O3Pt
Method: DFT, wB97M-V/def2-TZVPD

Values from the calculation:
Multiplicity = 5
HOMO (spin up / spin down) = -11.094 / -11.789 eV
E_LUMO (spin up / spin down) = -0.1486 / -0.2902 hartree
Gap between HOMO and LUMO (spin up / spin down) = 7.1 / 3.9 eV
Expectation value of S² = 6.0959
Net charge = +1

Last column: natural (NBO) charge in e.
Atoms and positions in Å:
Pt (1.505, 0.039, -0.589)  0.948
Cl (-0.980, 2.742, -0.271)  0.138
Cl (0.026, -0.942, 2.347)  0.124
Cl (-4.763, -1.342, 0.361)  0.102
Cl (3.977, 1.419, -0.315)  0.198
Cl (-0.640, 4.533, 2.465)  0.137
Cl (4.680, 3.481, 1.990)  0.237
Cl (2.305, 4.981, 3.421)  0.152
O (2.452, -1.550, 0.293)  -0.570
O (2.025, -2.790, -3.555)  -0.534
O (1.750, -1.012, -2.214)  -0.817
N (3.496, -0.412, 3.440)  -0.273
N (-1.637, -1.327, -0.104)  -0.420
N (3.807, -1.498, 0.039)  0.057
N (6.893, -2.161, 0.913)  -0.215
C (-1.349, -0.056, 1.941)  -0.054
C (0.442, 2.695, 0.708)  0.002
C (3.063, 3.170, 1.613)  0.012
C (-3.985, 0.886, 1.653)  -0.244
C (-2.194, -0.598, 0.924)  0.080
C (-3.583, -0.267, 0.968)  -0.026
C (0.113, -2.826, -1.940)  -0.541
C (-1.782, 1.055, 2.655)  -0.205
C (0.655, 3.623, 1.709)  0.020
C (1.389, -2.261, -2.662)  0.800
C (2.791, 2.116, 0.732)  0.007
C (-2.892, -0.409, -1.912)  -0.216
C (3.982, -0.924, 2.496)  0.257
C (-3.342, -0.569, -3.216)  -0.189
C (-2.661, -1.386, -4.148)  -0.103
C (1.988, 3.878, 2.199)  -0.161
C (-1.528, -2.071, -3.712)  -0.200
C (-1.890, -1.271, -1.469)  0.242
C (4.445, -1.467, 1.251)  -0.088
C (-1.094, -2.036, -2.379)  0.036
C (1.461, 1.763, 0.400)  -0.391
C (5.758, -1.883, 1.069)  0.221
C (-3.065, 1.551, 2.463)  -0.147
H (-5.018, 1.252, 1.558)  0.258
H (-0.675, -1.580, 0.042)  0.434
H (-3.385, 2.484, 2.931)  0.242
H (-0.975, -2.688, -4.399)  0.248
H (-1.087, 1.460, 3.378)  0.239
H (-4.196, 0.011, -3.573)  0.236
H (-3.343, 0.328, -1.282)  0.234
H (-3.018, -1.467, -5.176)  0.244
H (-0.105, -3.875, -2.205)  0.268
H (0.184, -2.801, -0.837)  0.218

Ordered relative energy (zero: lowest compared OMol25 entry of this formula, charge and spin) results: 0.0; 43.1; unit kJ/mol.